Computed, not measured: a cluster of 9 separate species, C45H102O33P6 in total in a non-equilibrium geometry, with ωB97M-V with the def2-TZVPD basis set.

Atoms and positions in Å:
C 2.888 -19.537 -4.255
C 3.336 -18.246 -3.393
O 3.444 -18.712 -2.012
P 2.686 -17.967 -0.812
O 1.269 -18.363 -0.727
O 3.558 -18.341 0.541
C 3.589 -19.737 0.893
C 4.111 -19.670 2.337
O 2.920 -16.309 -0.955
C 1.854 -15.430 -0.518
C 2.488 -14.324 0.349
H 2.689 -19.285 -5.297
H 3.575 -20.376 -4.147
H 1.868 -19.802 -3.977
H 4.352 -17.893 -3.574
H 2.665 -17.406 -3.573
H 2.587 -20.165 0.917
H 4.293 -20.429 0.431
H 4.222 -20.652 2.798
H 5.128 -19.296 2.447
H 3.381 -19.122 2.933
H 1.516 -15.034 -1.476
H 0.968 -15.832 -0.028
H 2.977 -13.537 -0.225
H 1.714 -13.771 0.881
H 3.278 -14.619 1.040
C 3.833 -36.774 9.748
C 2.444 -36.717 9.067
O 2.601 -36.065 7.794
P 3.264 -36.839 6.503
O 3.014 -38.326 6.552
O 4.849 -36.467 6.636
C 5.353 -35.168 6.559
C 6.166 -34.725 7.716
O 2.797 -36.099 5.163
C 2.914 -36.654 3.835
C 3.089 -35.644 2.645
H 4.523 -37.176 9.006
H 4.204 -35.809 10.093
H 3.642 -37.389 10.627
H 1.966 -37.679 8.881
H 1.865 -36.044 9.699
H 5.796 -35.093 5.566
H 4.522 -34.469 6.661
H 6.849 -33.889 7.565
H 5.420 -34.512 8.482
H 6.807 -35.477 8.177
H 3.682 -37.427 3.860
H 2.045 -37.301 3.716
H 3.508 -36.186 1.798
H 2.226 -35.077 2.295
H 3.770 -34.883 3.028
C -12.398 -19.699 -3.891
C -11.056 -19.906 -3.160
O -11.088 -21.070 -2.463
P -10.104 -21.430 -1.168
O -8.617 -21.399 -1.513
O -10.665 -20.514 0.041
C -12.067 -20.672 0.342
C -12.263 -19.347 1.228
O -10.488 -22.928 -0.636
C -10.154 -23.990 -1.398
C -11.318 -24.516 -2.163
H -12.617 -20.262 -4.798
H -13.140 -20.177 -3.252
H -12.674 -18.672 -4.131
H -10.205 -19.936 -3.840
H -10.787 -19.063 -2.523
H -12.559 -20.702 -0.630
H -12.361 -21.590 0.850
H -11.898 -18.521 0.618
H -13.268 -19.247 1.637
H -11.562 -19.423 2.060
H -9.286 -23.907 -2.053
H -9.790 -24.773 -0.733
H -11.745 -23.810 -2.876
H -10.967 -25.426 -2.649
H -12.109 -24.934 -1.541
C 6.449 -36.686 -9.074
C 5.344 -36.075 -8.197
O 4.239 -35.561 -8.890
P 4.082 -33.978 -9.222
O 5.172 -33.097 -8.692
O 4.027 -33.876 -10.869
C 2.967 -34.554 -11.569
C 2.511 -33.550 -12.690
O 2.588 -33.628 -8.678
C 2.384 -33.135 -7.382
C 1.173 -33.701 -6.835
H 7.393 -36.970 -8.607
H 6.293 -37.415 -9.869
H 6.912 -35.881 -9.646
H 5.027 -36.882 -7.536
H 5.765 -35.229 -7.654
H 3.438 -35.450 -11.972
H 2.206 -35.032 -10.952
H 1.846 -34.047 -13.396
H 1.888 -32.732 -12.327
H 3.385 -33.015 -13.063
H 3.286 -33.085 -6.772
H 2.201 -32.065 -7.479
H 1.379 -34.086 -5.836
H 0.291 -33.076 -6.698
H 0.805 -34.555 -7.403
C -4.621 -19.264 8.061
C -6.097 -18.865 7.905
O -6.541 -19.864 7.065
P -7.403 -21.177 7.431
O -6.777 -21.866 8.626
O -8.908 -20.578 7.663
C -9.949 -21.464 8.005
C -10.335 -20.949 9.337
O -7.494 -22.037 6.154
C -6.349 -22.194 5.329
C -6.207 -23.763 5.068
H -4.285 -18.681 7.204
H -4.055 -18.790 8.863
H -4.293 -20.304 8.038
H -6.511 -18.675 8.895
H -6.140 -17.868 7.467
H -10.575 -21.505 7.114
H -9.593 -22.494 8.050
H -9.578 -21.256 10.058
H -10.366 -19.859 9.333
H -11.300 -21.418 9.527
H -6.635 -21.635 4.438
H -5.443 -21.722 5.709
H -5.609 -24.018 4.194
H -6.153 -24.455 5.909
H -7.202 -23.985 4.684
C -4.845 -28.726 -10.000
C -5.015 -27.865 -11.273
O -5.903 -26.859 -10.801
P -7.503 -26.923 -11.194
O -8.110 -28.250 -11.315
O -7.502 -26.193 -12.666
C -8.454 -26.271 -13.726
C -8.146 -27.499 -14.487
O -8.345 -25.924 -10.209
C -7.749 -24.750 -9.663
C -6.768 -24.812 -8.502
H -5.596 -29.509 -9.894
H -3.955 -29.355 -10.006
H -4.686 -28.118 -9.109
H -4.078 -27.326 -11.411
H -5.406 -28.403 -12.137
H -9.385 -26.249 -13.160
H -8.306 -25.345 -14.282
H -8.030 -28.424 -13.922
H -8.814 -27.729 -15.318
H -7.187 -27.435 -15.002
H -7.453 -24.071 -10.463
H -8.568 -24.152 -9.264
H -6.242 -23.872 -8.337
H -7.327 -24.818 -7.567
H -5.981 -25.545 -8.682
O 3.111 -26.598 -8.727
C 4.261 -26.151 -8.888
O 5.219 -26.391 -7.994
C 6.457 -26.184 -8.607
C 6.116 -26.232 -10.074
O 4.805 -25.745 -10.066
H 7.046 -25.332 -8.267
H 6.907 -27.113 -8.257
H 6.011 -27.262 -10.414
H 6.803 -25.733 -10.757
O -0.983 -28.687 -0.982
C -1.135 -27.557 -1.486
O -2.000 -27.267 -2.455
C -1.843 -25.942 -2.764
C -1.145 -25.331 -1.559
O -0.649 -26.474 -0.913
H -1.328 -25.913 -3.724
H -2.814 -25.483 -2.947
H -1.891 -24.783 -0.984
H -0.271 -24.721 -1.787
O 6.541 -29.537 0.437
C 6.177 -28.997 -0.516
O 5.090 -29.432 -1.192
C 4.752 -28.251 -2.045
C 5.993 -27.427 -2.071
O 6.728 -27.938 -0.992
H 4.329 -28.473 -3.025
H 4.019 -27.684 -1.472
H 5.623 -26.402 -2.086
H 6.483 -27.687 -3.009

LUMO energy	-0.011	eV
maximum force	0.119	hartree/bohr
highest occupied orbital energy	-10.106	eV
structure (SMILES)	CCOP(=O)(OCC)OCC.CCOP(=O)(OCC)OCC.CCOP(=O)(OCC)OCC.CCOP(=O)(OCC)OCC.CCOP(=O)(OCC)OCC.CCOP(=O)(OCC)OCC.O=C1OCCO1.O=C1OCCO1.O=C1OCCO1
2S+1	1
E	-171626.692	eV

Results of the Mulliken charge analysis, in e, for atoms 1 through 2: atom 1 (C): -1.079, atom 2 (C): -0.302